ORCA calculation (ωB97M-V/def2-TZVPD) on a 2-piece molecular cluster, C4H12N2 overall in a non-equilibrium geometry.

```
18
Properties=species:S:1:pos:R:3:forces:R:3:mulliken_charge:R:1
C -1.54988 1.60697 -2.41620 -1.00 -0.06 -0.23 -0.759
C -1.34335 0.66188 -1.48321 1.35 0.46 1.27 0.076
N -1.55757 0.77764 -0.08996 -1.48 -0.02 -0.06 -0.540
H -2.50958 2.13740 -2.40096 0.82 0.85 0.67 0.232
H -0.86345 1.86973 -3.21882 -0.58 -1.19 -0.52 0.225
H -0.85021 -0.29450 -1.61293 1.07 0.38 -0.63 0.311
H -2.02851 1.62768 0.19333 -0.01 0.06 -0.23 0.265
H -0.69053 0.72653 0.44433 -0.21 -0.49 -0.18 0.175
C 1.91847 -0.02790 0.68743 0.73 -0.06 0.52 -0.793
N 0.90778 -0.50902 1.61708 -1.32 -1.32 0.02 -0.377
C 0.27321 -1.78017 1.21273 0.75 -0.37 -1.30 -0.728
H 1.56033 0.67165 -0.06739 -0.35 0.48 0.44 0.211
H 2.45048 -0.74369 0.03953 -0.19 -0.63 0.61 0.273
H 2.65221 0.40278 1.37224 0.25 0.56 -0.73 0.356
H 1.26485 -0.70085 2.54053 0.51 0.51 -0.06 0.283
H 1.06815 -2.44133 0.79073 -0.54 0.16 0.03 0.287
H -0.23700 -2.39817 1.95683 0.16 0.76 0.48 0.332
H -0.46539 -1.58664 0.43470 0.02 -0.07 -0.09 0.172
```
Positions in Å, forces in eV/Å.

SMILES string = C=CN.CNC
energy relative to the best compared isomer or geometry (same formula, charge and spin) = 64.7 kcal/mol
multiplicity = 1
orbital gap = 0.3261 Eh
electronic energy = -269.013213 Ha

=====

ORCA calculation (ωB97M-V/def2-TZVPD) on a 2-piece molecular cluster, C4H12N2 overall in a non-equilibrium geometry.

```
18
Properties=species:S:1:pos:R:3:forces:R:3:mulliken_charge:R:1
C -0.93313 2.97599 -0.05299 0.39 -0.14 2.21 -0.261
N -0.04439 3.12509 0.84715 0.90 0.19 -1.58 -0.413
C 0.97086 2.07035 1.01205 -0.19 0.35 0.50 -0.670
H -1.37549 3.91684 -0.35085 -0.89 -0.29 -0.27 0.269
H -1.29981 1.96430 -0.26596 0.14 0.24 -1.04 0.233
H 1.53025 1.99235 0.07494 -0.29 -0.25 -0.01 0.272
H 1.69704 2.48420 1.70846 -0.03 -0.38 0.34 0.320
H 0.61318 1.08495 1.34805 -0.04 0.23 -0.15 0.244
C 0.46609 -2.13301 0.57268 -0.10 0.00 -0.55 -0.946
N -0.78928 -1.71965 -0.08144 0.47 0.02 0.17 -0.396
C -0.52570 -1.62031 -1.55491 -0.31 -0.43 2.32 -0.840
H 1.28298 -1.43162 0.37946 -0.24 0.18 0.07 0.273
H 0.75700 -3.06513 0.10007 0.56 -0.55 0.16 0.433
H 0.38189 -2.28514 1.64797 -0.25 0.12 -0.05 0.284
H -1.40295 -2.51182 0.09440 -0.30 0.33 -0.22 0.258
H -0.16168 -2.59105 -1.87740 0.00 -0.20 -0.69 0.393
H -1.47325 -1.33482 -2.01228 0.50 0.20 -0.43 0.268
H 0.30639 -0.92152 -1.58940 -0.31 0.38 -0.77 0.279
```
Positions in Å, forces in eV/Å.

SMILES string = C=NC.CNC
energy relative to the best compared isomer or geometry (same formula, charge and spin) = 56.0 kcal/mol
multiplicity = 1
orbital gap = 0.3698 Eh
electronic energy = -269.027183 Ha

=====

ORCA calculation (ωB97M-V/def2-TZVPD) on one molecule with the formula C4H12N2 in a non-equilibrium geometry.

```
18
Properties=species:S:1:pos:R:3:forces:R:3:mulliken_charge:R:1
C -0.97749 1.88481 0.89243 -0.36 0.57 0.33 -0.873
N 0.19327 1.69293 0.07934 1.85 0.97 -0.19 -0.332
C 0.81717 0.36070 0.24654 0.83 1.02 0.84 -0.747
C 0.23474 -0.67303 -0.76477 1.31 0.79 1.58 0.275
C 0.93888 -2.08091 -0.61143 -1.52 -1.19 0.55 -1.040
N -1.20922 -0.63371 -0.61578 -2.36 -1.95 0.90 -0.589
H -1.11462 2.95055 0.94529 -0.20 0.59 0.34 0.381
H -1.90275 1.52902 0.41800 0.45 -0.33 0.24 0.227
H -0.86653 1.50525 1.94165 -0.19 0.03 -0.62 0.282
H 0.88124 2.51345 0.23604 -1.45 -2.25 -0.23 0.266
H 0.70703 0.14710 1.39245 0.30 -0.59 -1.89 0.238
H 1.91737 0.46450 -0.01830 -1.19 -0.20 0.58 0.386
H 0.55714 -0.16960 -1.73033 -0.71 -1.01 0.69 0.189
H 0.51950 -2.74475 0.34236 0.83 1.93 -2.45 0.218
H 2.07754 -2.04140 -0.44936 -1.74 -0.02 -0.83 0.322
H 0.53961 -2.58240 -1.58860 1.45 0.16 1.80 0.283
H -1.57275 -0.71400 0.41306 1.40 0.08 -2.44 0.266
H -1.74013 -1.40849 -1.12857 1.31 1.39 0.79 0.247
```
Positions in Å, forces in eV/Å.

SMILES string = CNC[C@@H](C)N
energy relative to the best compared isomer or geometry (same formula, charge and spin) = 43.5 kcal/mol
multiplicity = 1
orbital gap = 0.3556 Eh
electronic energy = -269.046972 Ha

=====

ORCA calculation (ωB97M-V/def2-TZVPD) on a 2-piece molecular cluster, C4H12N2 overall in a non-equilibrium geometry.

```
18
Properties=species:S:1:pos:R:3:forces:R:3:mulliken_charge:R:1
C 0.87282 -1.03164 1.39474 -0.01 -0.09 -0.17 -1.349
C -0.16135 -0.10921 0.84013 0.74 1.83 -1.42 -0.275
C 0.02131 0.73232 -0.24953 1.20 0.75 3.90 0.738
C 1.41531 1.04803 -0.75347 -0.22 -0.37 -0.51 -1.361
N -0.85886 1.85298 -0.36455 -0.37 -0.27 -0.82 -0.607
H 1.69685 -0.45677 1.83224 -0.03 -0.07 0.00 0.319
H 0.44927 -1.66671 2.17479 0.07 0.01 -0.12 0.353
H 1.29733 -1.67178 0.61880 0.02 -0.06 0.05 0.322
H -1.10090 -0.06962 1.38203 0.00 0.04 -0.22 0.349
H 1.86585 1.87201 -0.18993 -0.23 -0.05 0.04 0.310
H 2.09286 0.19530 -0.68228 -0.15 0.01 -0.06 0.312
H 1.37064 1.36030 -1.80089 0.14 -0.03 -0.01 0.406
H -0.86849 2.22324 -1.31084 -0.08 -0.04 0.10 0.261
H -1.81193 1.61397 -0.10809 0.09 0.11 0.01 0.252
N -1.55011 -1.53044 -0.77589 -0.07 2.00 -0.86 -0.770
H -0.83600 -0.56826 -1.00331 -2.43 -4.75 1.07 0.377
H -1.42659 -2.52805 -0.58993 0.83 0.86 -0.60 0.180
H -2.46799 -1.26566 -0.41402 0.53 0.13 -0.40 0.184
```
Positions in Å, forces in eV/Å.

SMILES string = C/C=C(\C)N.N
energy relative to the best compared isomer or geometry (same formula, charge and spin) = 64.6 kcal/mol
multiplicity = 1
orbital gap = 0.2991 Eh
electronic energy = -269.013374 Ha